Record 1
Entry from OMol25: a 9-piece molecular cluster, C37H97N7O11 overall at a distorted geometry (ωB97M-V/def2-TZVPD).

Last column: Mulliken charge in e.
Positions of all 152 atoms, in Å:
C (12.13050, -29.91211, 35.16987)  -1.43
C (12.52405, -29.30594, 36.52140)  0.96
C (11.61078, -28.25604, 37.13021)  -1.09
O (11.14469, -27.41997, 36.09267)  -0.04
C (10.11160, -26.55850, 36.49967)  -0.89
N (12.78634, -30.43425, 37.44018)  -0.80
H (13.05719, -29.98766, 34.60400)  0.14
H (11.46539, -29.29861, 34.55650)  0.42
H (11.57183, -30.84981, 35.20508)  0.44
H (13.47333, -28.77917, 36.33068)  0.11
H (12.13393, -27.61608, 37.85731)  0.36
H (10.80950, -28.76838, 37.68410)  0.41
H (10.05458, -25.78101, 35.74667)  0.21
H (10.35868, -26.16577, 37.50016)  0.33
H (9.14457, -27.04350, 36.68542)  0.33
H (13.54764, -30.21745, 38.07775)  0.26
H (13.18765, -31.19234, 36.89579)  0.28
C (16.87758, -30.92758, 32.78581)  -1.06
C (18.15660, -31.72838, 32.81790)  0.92
C (19.31047, -30.95412, 33.44955)  -1.20
O (19.39812, -29.65348, 32.92131)  -0.07
C (20.39067, -28.90330, 33.59049)  -0.77
N (17.95145, -32.91506, 33.65093)  -0.70
H (16.05630, -31.52147, 32.37441)  0.21
H (16.96075, -30.04295, 32.14780)  0.00
H (16.58645, -30.61871, 33.79315)  0.30
H (18.47387, -31.96859, 31.79237)  0.18
H (20.23743, -31.51237, 33.24537)  0.40
H (19.12257, -30.95457, 34.53318)  0.43
H (21.36409, -29.39965, 33.52599)  0.35
H (20.14359, -28.81029, 34.65659)  0.34
H (20.38545, -27.90861, 33.15345)  0.07
H (17.29957, -33.55811, 33.21927)  0.22
H (18.83718, -33.39347, 33.77568)  0.26
C (13.99417, -23.20154, 34.36495)  -1.44
C (13.74583, -24.40441, 35.27471)  0.41
C (13.09600, -23.97047, 36.57555)  -0.84
O (11.74568, -23.65083, 36.26846)  -0.29
C (11.12507, -22.78193, 37.18156)  -0.94
N (12.98809, -25.44684, 34.51498)  -0.12
H (14.51188, -23.52588, 33.46221)  0.14
H (14.78808, -22.59620, 34.82810)  0.43
H (13.12213, -22.57409, 34.21117)  0.33
H (14.71004, -24.90691, 35.41073)  0.47
H (13.60028, -23.07889, 36.96105)  0.51
H (13.07323, -24.79428, 37.30090)  0.28
H (11.58473, -21.77981, 37.17766)  0.33
H (11.25167, -23.10434, 38.22428)  0.36
H (10.08633, -22.70106, 36.87907)  0.26
H (12.04006, -25.10931, 34.69872)  0.17
H (12.99756, -26.34033, 35.00305)  -0.10
C (18.62420, -27.97493, 29.61239)  -0.98
C (19.00256, -26.49051, 29.62619)  0.78
C (18.74088, -25.80959, 30.94521)  0.07
O (17.34193, -25.84488, 31.19248)  -0.08
C (16.94169, -25.64657, 32.50792)  -0.60
N (20.40569, -26.34833, 29.17705)  -0.76
H (17.53928, -28.08328, 29.66870)  0.08
H (19.05264, -28.47661, 30.48719)  -0.02
H (18.97381, -28.44304, 28.69649)  0.45
H (18.30098, -26.05214, 28.90634)  0.05
H (19.08271, -24.76869, 30.98126)  0.21
H (19.20466, -26.38699, 31.76171)  -0.37
H (16.36683, -24.74730, 32.76178)  0.04
H (17.80421, -25.57307, 33.18914)  0.43
H (16.34249, -26.48381, 32.88353)  0.15
H (20.54019, -25.34765, 29.02453)  0.32
H (20.99139, -26.50035, 29.99975)  0.27
C (11.90314, -29.02392, 25.74799)  -1.62
C (12.21659, -29.80480, 27.01131)  0.49
C (13.67370, -30.26023, 26.99830)  -1.05
O (14.05654, -30.75716, 28.24804)  0.00
C (15.26608, -31.50936, 28.22410)  -0.88
N (12.00929, -28.97123, 28.19423)  -0.01
H (11.92308, -29.74308, 24.92033)  0.49
H (12.67845, -28.28648, 25.54759)  0.32
H (10.89130, -28.62717, 25.77392)  0.40
H (11.67567, -30.75159, 27.11549)  0.19
H (14.31742, -29.38104, 26.79090)  0.33
H (13.86961, -30.90682, 26.12764)  0.47
H (15.49607, -31.74630, 29.26787)  0.11
H (16.12045, -30.94396, 27.85200)  0.32
H (14.98753, -32.46817, 27.77953)  0.30
H (12.57873, -29.39040, 28.92161)  -0.11
H (12.10990, -27.96743, 28.18267)  0.16
C (12.38918, -32.36727, 31.75002)  -0.57
C (12.92455, -33.76835, 31.53569)  0.16
C (12.76767, -34.09606, 30.04727)  -0.36
O (13.42852, -35.31576, 29.77848)  -0.37
C (13.27752, -35.69750, 28.43201)  -0.70
N (14.36235, -33.87399, 31.91924)  -0.39
H (13.03040, -31.69367, 31.16238)  -0.23
H (12.46737, -31.94043, 32.75051)  0.05
H (11.38616, -32.18820, 31.35674)  0.47
H (12.29903, -34.50278, 32.05552)  0.29
H (13.06285, -33.28318, 29.37371)  -0.12
H (11.68659, -34.25320, 29.90794)  0.43
H (13.96046, -36.52632, 28.23890)  0.27
H (13.51705, -34.88551, 27.73953)  0.24
H (12.26707, -36.08457, 28.25517)  0.29
H (14.36052, -34.30238, 32.84081)  0.26
H (14.72332, -34.61178, 31.31633)  0.29
C (13.95500, -28.52085, 31.33269)  0.57
C (13.41959, -27.10185, 31.46777)  0.69
O (12.03588, -26.96435, 31.68406)  -0.37
O (14.27949, -29.14392, 32.57538)  0.09
H (14.82766, -28.59260, 30.68115)  0.43
H (13.07713, -29.00930, 30.89053)  -0.82
H (13.64907, -26.71317, 30.46323)  -0.35
H (13.98787, -26.53249, 32.20805)  -0.12
H (11.92355, -26.91585, 32.64010)  0.22
H (15.23699, -29.12871, 32.64063)  -0.14
C (8.53572, -28.04745, 29.45746)  -0.54
C (9.00169, -28.75666, 30.71114)  -0.08
O (10.02771, -29.70769, 30.41059)  -0.49
O (9.56523, -27.20853, 28.98992)  -0.52
H (7.66103, -27.43941, 29.69264)  0.38
H (8.24894, -28.79171, 28.70407)  0.24
H (8.25878, -29.31650, 31.27975)  0.37
H (9.45843, -28.01904, 31.38248)  -0.01
H (10.55477, -29.49823, 29.62616)  0.27
H (10.33728, -27.75571, 28.80113)  0.37
C (13.53053, -22.04026, 28.50041)  -1.83
C (14.33574, -23.13006, 27.75394)  1.70
C (13.68120, -24.47784, 28.00600)  -1.45
C (12.32532, -24.68675, 27.31580)  -0.18
C (12.38345, -24.19619, 25.84932)  -1.42
C (13.75907, -23.69124, 25.32374)  1.60
N (14.39213, -22.88313, 26.33823)  0.71
O (15.47489, -22.11830, 25.87249)  -0.52
C (14.58311, -24.89980, 24.85376)  -1.75
C (13.36273, -22.80946, 24.13050)  -2.07
C (15.72971, -23.22610, 28.38618)  -1.74
H (14.05444, -21.09418, 28.34798)  0.41
H (13.36574, -22.25646, 29.55275)  0.32
H (12.57173, -21.94749, 27.98258)  0.45
H (14.24341, -25.34797, 27.65393)  0.40
H (13.51707, -24.53811, 29.08333)  0.64
H (11.61915, -24.09594, 27.90277)  0.51
H (12.01692, -25.73094, 27.34358)  -0.49
H (11.64061, -23.40046, 25.73425)  0.37
H (11.98757, -24.96973, 25.18614)  0.56
H (14.19041, -25.23829, 23.89309)  0.44
H (15.57749, -24.50775, 24.60804)  0.38
H (14.66448, -25.68617, 25.59539)  0.26
H (12.81685, -23.43842, 23.42426)  0.42
H (12.80601, -21.93820, 24.45979)  0.45
H (14.25062, -22.52393, 23.55416)  0.44
H (16.17743, -22.23142, 28.44319)  0.42
H (16.34154, -23.86809, 27.75050)  0.39
H (15.72664, -23.60582, 29.40814)  0.29
H (15.08332, -21.27385, 25.62390)  0.32

## Properties
strongest force on any atom	1.9	eV/A
relative energy (zero: lowest compared OMol25 entry of this formula, charge and spin)	21.3	kJ/mol
LUMO level	0.617	eV
SMILES string	CC1(C)CCCC(C)(C)N1O.COC[C@H](C)N.COC[C@H](C)N.COC[C@H](C)N.COC[C@H](C)N.COC[C@H](C)N.COC[C@H](C)N.OCCO.OCCO



Record 2
Entry from OMol25: a 13-piece molecular cluster, C37H98F6N15O20S2 overall at a distorted geometry (ωB97M-V/def2-TZVPD).

Last column: Mulliken charge in e.
Positions of all 178 atoms, in Å:
C (-1.95050, 0.61556, 1.43558)  0.56
F (-1.28863, 1.26039, 0.49472)  -0.22
F (-1.96134, 1.21566, 2.59746)  -0.22
F (-3.19524, 0.36190, 1.12926)  -0.18
S (-1.01282, -1.07904, 1.62091)  0.85
O (-1.62653, -1.70617, 2.83881)  -0.63
O (-1.33426, -1.71916, 0.37628)  -0.56
N (0.64654, -0.63215, 2.03577)  -0.26
S (1.47122, -1.84411, 1.50730)  0.98
O (0.90055, -3.17512, 1.91610)  -0.62
O (1.77269, -1.76169, 0.07885)  -0.63
C (3.20108, -1.65970, 2.49410)  0.53
F (2.98932, -1.18456, 3.72493)  -0.22
F (3.82232, -2.84846, 2.64418)  -0.20
F (3.92164, -0.79550, 1.80923)  -0.20
C (-7.06888, 1.17940, 4.16113)  0.76
O (-7.76862, 0.88663, 3.22408)  -0.67
N (-6.39093, 2.26147, 4.36160)  -0.38
N (-6.91877, 0.35693, 5.13084)  -0.43
H (-6.21118, 2.92702, 3.62347)  0.19
H (-6.06027, 2.46908, 5.29308)  0.16
H (-7.47300, -0.48231, 5.03804)  0.22
H (-6.29523, 0.45955, 5.91872)  0.16
C (3.88028, -8.64201, 3.66757)  0.61
O (4.71300, -8.07490, 4.34487)  -0.67
N (3.46902, -8.38068, 2.43740)  -0.43
N (3.19042, -9.58412, 4.16476)  -0.50
H (3.84382, -7.48958, 2.14487)  0.25
H (2.59933, -8.86779, 2.27470)  0.27
H (3.37316, -9.74275, 5.14535)  0.23
H (3.22772, -10.32950, 3.48423)  0.23
C (-6.73643, -3.80389, 0.82608)  0.72
O (-7.46967, -3.73466, -0.13250)  -0.69
N (-6.57954, -2.90989, 1.69364)  -0.35
N (-5.84819, -4.69930, 0.94928)  -0.37
H (-7.00241, -2.00621, 1.53666)  0.16
H (-5.91741, -2.92374, 2.45619)  0.18
H (-5.10273, -4.46605, 1.58959)  0.15
H (-5.72108, -5.37876, 0.21288)  0.21
C (7.00198, 4.56282, 3.61101)  0.61
O (8.12812, 4.83656, 3.88598)  -0.65
N (6.22031, 5.42119, 3.08223)  -0.37
N (6.45834, 3.38113, 3.54059)  -0.33
H (6.44368, 6.40596, 3.10274)  0.23
H (5.25396, 5.14540, 3.18329)  0.16
H (5.53526, 3.19164, 3.17710)  0.18
H (7.00447, 2.66695, 4.00079)  0.18
C (-0.12625, 1.55840, 7.36944)  0.66
O (0.12136, 1.58376, 8.61877)  -0.69
N (0.81586, 1.36689, 6.44111)  -0.33
N (-1.34274, 1.75685, 6.84198)  -0.36
H (0.63529, 1.38474, 5.44754)  0.17
H (1.64044, 0.83227, 6.67423)  0.19
H (-1.34761, 1.87170, 5.83854)  0.17
H (-2.09272, 1.67700, 7.51373)  0.20
C (-2.51423, -8.11833, 4.69616)  -1.12
C (-2.07033, -7.09746, 3.64925)  0.00
O (-2.31408, -7.63314, 2.34270)  -0.54
H (-2.08818, -7.95648, 5.68630)  0.35
H (-2.09278, -9.08128, 4.40772)  0.29
H (-3.56787, -8.30249, 4.90600)  0.29
H (-0.99699, -6.94105, 3.75680)  0.20
H (-2.42728, -6.09912, 3.90226)  0.22
H (-1.63540, -7.36489, 1.71898)  0.30
C (4.92466, -0.93544, 9.40133)  -0.91
C (5.55350, 0.40012, 9.53863)  -0.20
O (5.94972, 0.35338, 10.89712)  -0.52
H (4.66786, -1.17522, 8.36951)  0.27
H (3.96961, -0.88065, 9.92380)  0.24
H (5.49797, -1.77533, 9.79376)  0.35
H (4.84255, 1.18895, 9.29283)  0.24
H (6.44478, 0.63165, 8.95544)  0.24
H (6.64431, -0.30009, 11.00722)  0.30
C (1.50442, 4.82314, 1.60513)  -0.84
C (2.08606, 3.69732, 0.70072)  -0.30
O (2.70314, 2.79636, 1.50646)  -0.41
H (1.45588, 5.74460, 1.02492)  0.33
H (2.20735, 5.07391, 2.39955)  0.25
H (0.54931, 4.53600, 2.04493)  0.20
H (2.81521, 4.18314, 0.05234)  0.28
H (1.39495, 3.22318, 0.00383)  0.26
H (2.12907, 2.10726, 1.84879)  0.22
C (2.25229, 1.67052, -11.32775)  -0.75
O (3.08399, 1.17438, -10.35574)  -0.32
C (3.74319, 2.20255, -9.53006)  -0.64
C (4.81847, 1.54906, -8.59470)  -0.27
N (5.68493, 2.52304, -7.96498)  -0.33
C (6.68858, 2.10063, -7.02463)  -0.97
C (6.00955, 1.35882, -5.77005)  -0.46
O (4.92915, 2.07975, -5.20371)  -0.32
C (4.32695, 1.35080, -4.21126)  -0.87
H (1.44400, 2.29276, -10.94360)  0.29
H (1.64004, 0.90687, -11.80743)  0.27
H (2.85035, 2.14713, -12.10446)  0.30
H (2.88435, 2.58105, -8.97578)  0.28
H (4.04348, 3.02168, -10.18347)  0.41
H (5.41665, 0.79592, -9.10760)  0.30
H (4.32194, 0.92904, -7.84829)  0.21
H (5.18224, 3.17905, -7.38442)  0.32
H (7.27981, 2.93781, -6.65356)  0.35
H (7.55594, 1.59279, -7.44638)  0.39
H (6.78669, 1.08498, -5.05648)  0.48
H (5.61432, 0.37997, -6.04161)  0.35
H (3.70136, 2.12796, -3.77222)  0.30
H (4.87585, 1.09528, -3.30488)  0.35
H (3.69751, 0.47392, -4.36290)  0.33
C (-0.88018, 7.19877, -1.51727)  -0.71
O (-1.05265, 8.12455, -0.40836)  -0.38
C (-2.42943, 8.44947, -0.12451)  -0.38
C (-2.89633, 7.38627, 0.90671)  -0.55
N (-4.21647, 7.65550, 1.46654)  -0.31
C (-4.40257, 8.87086, 2.34105)  -0.62
C (-5.83744, 8.88031, 2.77445)  -0.60
O (-6.05166, 7.89127, 3.73671)  -0.31
C (-7.43829, 7.70408, 4.13453)  -0.75
H (-0.07095, 7.53163, -2.16723)  0.29
H (-1.78195, 7.07575, -2.11707)  0.33
H (-0.68549, 6.16168, -1.24403)  0.25
H (-3.11980, 8.39767, -0.96642)  0.28
H (-2.58947, 9.41585, 0.35363)  0.28
H (-2.23885, 7.36329, 1.77578)  0.31
H (-2.87241, 6.38309, 0.48109)  0.31
H (-4.48393, 6.95022, 2.13822)  0.23
H (-4.14526, 9.78125, 1.79969)  0.44
H (-3.79490, 8.79076, 3.24240)  0.30
H (-6.45912, 8.69995, 1.89748)  0.34
H (-5.93057, 9.93173, 3.04637)  0.38
H (-8.15295, 7.24883, 3.44888)  0.30
H (-7.80543, 8.71073, 4.33443)  0.32
H (-7.50707, 7.05528, 5.00770)  0.24
C (7.00112, -6.39471, -1.05192)  -0.71
O (5.77569, -5.98649, -1.82448)  -0.29
C (5.25661, -7.05738, -2.67046)  -0.55
C (4.12022, -6.64906, -3.45944)  -0.69
N (2.87042, -6.61507, -2.64754)  -0.15
C (1.68880, -6.20321, -3.39661)  -0.73
C (0.47155, -6.05984, -2.47485)  -0.67
O (0.15667, -7.24450, -1.75882)  -0.22
C (-0.33629, -8.31722, -2.53094)  -0.95
H (6.94698, -7.40741, -0.65242)  0.28
H (7.13709, -5.51954, -0.41655)  0.24
H (7.74594, -6.40608, -1.84767)  0.30
H (4.99318, -7.91697, -2.05418)  0.35
H (5.99013, -7.28535, -3.44382)  0.36
H (3.94999, -7.20115, -4.38373)  0.42
H (4.36010, -5.63606, -3.78254)  0.31
H (3.07318, -6.10005, -1.80271)  0.21
H (1.41933, -6.91708, -4.17497)  0.37
H (1.88282, -5.24379, -3.87615)  0.46
H (-0.41894, -5.61581, -2.91979)  0.36
H (0.80934, -5.33232, -1.73680)  0.31
H (-1.06955, -8.31069, -3.33740)  0.37
H (-0.47824, -9.18678, -1.88921)  0.30
H (0.50894, -8.70564, -3.09910)  0.33
C (-4.94960, 3.14554, -2.66690)  -0.65
O (-6.01626, 2.71820, -3.39738)  -0.40
C (-6.72485, 1.58030, -2.81199)  -0.60
C (-6.06105, 0.29788, -3.36959)  -0.42
N (-6.03558, 0.42790, -4.82915)  -0.42
C (-5.19828, -0.63625, -5.42966)  -0.74
C (-3.68109, -0.19982, -5.37381)  -0.42
O (-3.38340, 0.67382, -6.43502)  -0.35
C (-2.02814, 0.99542, -6.33036)  -0.72
H (-4.05026, 2.54696, -2.81171)  0.22
H (-5.13156, 3.45200, -1.63682)  0.34
H (-4.64931, 4.03263, -3.22455)  0.25
H (-7.76998, 1.68361, -3.10375)  0.30
H (-6.72897, 1.67466, -1.72609)  0.38
H (-6.60020, -0.58630, -3.02952)  0.44
H (-5.05396, 0.13950, -2.98383)  0.19
H (-5.56127, 1.30807, -4.97206)  0.32
H (-5.53699, -0.74208, -6.46028)  0.32
H (-5.25880, -1.60252, -4.92889)  0.38
H (-3.13263, -1.13614, -5.27084)  0.48
H (-3.34037, 0.18926, -4.41432)  0.27
H (-1.91685, 1.63178, -5.45242)  0.27
H (-1.74334, 1.55369, -7.22217)  0.26
H (-1.36152, 0.13564, -6.26322)  0.32

## Properties
strongest force on any atom	8.7	eV/A
relative energy (zero: lowest compared OMol25 entry of this formula, charge and spin)	866.3	kJ/mol
LUMO level	1.280	eV
total charge	-1



no.,HOMO (eV)
1,-7.81
2,-7.03